Computed, not measured: a structure of composition C13H29HoN3O2P2, with the ωB97M-V functional and the def2-TZVPD basis.

Values from the calculation:
Net charge   +2
F_max   2.64 eV/Å
Energy above the lowest of the compared OMol25 structures with the same formula, charge and spin   19.47 kcal/mol
LUMO (spin up / spin down)   -6.032 / -8.227 eV
HOMO-LUMO gap (spin up / spin down)   7.378 / 5.019 eV
Spin multiplicity   6
<S²>   8.79

Cartesian coordinates (Å):
Ho 0.0210 -0.0297 0.1900
P 0.2792 2.8593 -0.1175
P 1.8380 -2.3396 0.5443
N -1.6365 0.7076 -1.0552
N -0.9726 -1.9283 -0.7149
H -3.1892 -0.0753 -2.3145
H -3.0860 -2.2798 -0.7613
H -3.4569 -0.0847 -0.5355
C -2.6965 -0.2374 -1.3250
H -2.3659 -2.1700 -2.3673
C -2.2995 -1.7463 -1.3296
H -2.4147 1.9651 -2.6739
H -1.1388 -3.9671 -1.1240
C -1.5201 1.7860 -2.0444
C -0.4805 -3.1721 -0.7060
H -1.7545 3.6950 -1.2233
C -0.9024 3.0879 -1.5312
H -0.3506 3.5760 -2.3408
H 2.9476 -2.4964 -0.3194
H 2.2372 -3.1643 1.6351
H 1.4336 3.4846 -0.7478
H -0.1193 3.9980 0.5862
O 1.5845 0.3044 -1.3820
C 1.6601 0.3746 -2.6427
C 2.0588 1.6251 -3.3643
C 1.0047 -0.6850 -3.4925
H -0.8532 1.4036 -2.7823
H 1.7577 2.5246 -2.8217
H 3.1522 1.6494 -3.5062
H 1.5879 1.6172 -4.3581
H 0.1947 -1.2653 -3.0050
H 0.5771 -0.2275 -4.4149
H 1.7941 -1.4517 -3.7571
C 0.7816 -3.5344 -0.2296
H 1.0488 -4.5812 -0.3547
C -1.5789 -0.2023 5.7069
N -1.6379 0.0310 4.2697
C -2.9502 0.2559 3.6698
C -0.5711 -0.0388 3.4859
C 0.7911 -0.2649 4.0520
O -0.7438 0.1124 2.2279
H -2.5709 -0.0700 6.1218
H -0.9251 0.5115 6.2184
H -1.2733 -1.2249 5.9651
H -2.9841 1.2250 3.1548
H -3.2178 -0.5603 2.9847
H -3.6865 0.2727 4.4687
H 1.1745 -1.2396 3.7180
H 1.4675 0.5435 3.7414
H 0.7680 -0.2789 5.1438

***

Computed, not measured: a cluster of 2 separate species, C2H9N3O in total, with the ωB97M-V functional and the def2-TZVPD basis.

Values from the calculation:
Net charge   0
F_max   2.93 eV/Å
Energy above the lowest of the compared OMol25 structures with the same formula, charge and spin   44.54 kcal/mol
LUMO   0.764 eV
HOMO-LUMO gap   10.176 eV
Structure (SMILES)   NC=O.NCN

Cartesian coordinates (Å):
N -1.4818 1.1367 -0.9722
C -1.2114 1.4631 -2.3651
O -1.6608 2.4175 -2.9692
H -0.7447 1.3558 -0.2286
H -2.4067 1.6395 -0.6905
H -0.5711 0.6564 -2.7129
N 0.8622 0.1975 1.0567
C 0.7984 -1.1618 1.5629
N 0.8670 -2.2730 0.5551
H 0.7550 0.8981 1.8301
H 1.6094 0.3458 0.3186
H 1.4555 -1.2652 2.4496
H -0.2123 -1.1956 2.0153
H 0.0966 -2.0533 -0.1264
H 1.8448 -2.1616 0.2766

***

Computed, not measured: an isolated molecule of C4H8OS, with the ωB97M-V functional and the def2-TZVPD basis.

Values from the calculation:
Net charge   0
F_max   3.88 eV/Å
Energy above the lowest of the compared OMol25 structures with the same formula, charge and spin   60.89 kcal/mol
LUMO   0.927 eV
HOMO-LUMO gap   9.804 eV

Cartesian coordinates (Å):
C -0.0401 -1.1539 1.1497
C 0.3906 0.1553 0.6480
C -1.1263 0.7848 -1.4715
C 0.2389 0.4264 -0.9085
O 2.1255 -0.5739 2.6178
S 1.8593 -0.9822 1.2420
H -0.3057 -1.0666 2.1094
H -0.6673 -1.9536 0.5839
H 0.4665 0.9479 1.3521
H -1.9292 0.3710 -0.8818
H -1.1722 0.6391 -2.5682
H -1.1705 1.8382 -1.4546
H 1.0174 1.2034 -1.1070
H 0.3131 -0.6361 -1.3112

***

Computed, not measured: a structure of composition C4H6HgO, with the ωB97M-V functional and the def2-TZVPD basis.

Values from the calculation:
Net charge   +2
F_max   8.09 eV/Å
LUMO (spin up / spin down)   -12.391 / -12.392 eV
HOMO-LUMO gap (spin up / spin down)   6.289 / 6.287 eV

Cartesian coordinates (Å):
O -1.1058 0.9688 -0.1269
Hg 0.7103 1.3420 0.0018
C -1.8637 -0.0308 -0.0849
C -1.3220 -1.4493 0.1907
H -2.8577 0.1019 0.3757
H -1.1212 -1.1781 -1.0360
H -2.0396 -2.2055 -0.1645
H -1.5012 -1.6458 1.2593
C 1.1303 -0.8223 0.5311
C 2.3535 -1.1523 0.3530
H 3.1117 -0.3572 0.4272
H 2.6126 -1.8897 -0.4196

***

Computed, not measured: a cluster of 3 separate species, C7H12O3 in total, with the ωB97M-V functional and the def2-TZVPD basis.

Values from the calculation:
Net charge   0
F_max   6.85 eV/Å
Energy above the lowest of the compared OMol25 structures with the same formula, charge and spin   141.07 kcal/mol
LUMO   -0.489 eV
HOMO-LUMO gap   8.799 eV

Cartesian coordinates (Å):
C -1.2676 -1.8029 0.1334
C -0.8497 -0.5994 -0.6799
C -1.0442 0.8268 -0.2043
C -1.6806 1.1244 1.1324
C 0.3440 0.2919 -0.3996
C 1.2820 -0.0328 0.7637
C 2.3574 0.9786 0.3631
O 3.3022 0.6311 -0.4357
O 1.6247 1.9559 -0.0204
H -0.9941 -1.7122 1.1927
H -2.3578 -1.9358 0.0823
H -0.8128 -2.7239 -0.2591
H -1.1038 -0.7071 -1.7386
H -1.3319 1.5174 -1.0012
H -1.3956 0.4002 1.9066
H -1.3789 2.1176 1.4941
H -2.7762 1.1202 1.0444
H 0.8763 0.2392 1.7452
H 1.6688 -1.0590 0.7377
O 1.3482 0.0340 -2.0890
H 2.6790 0.2454 -1.5871
H 1.5105 -0.9095 -2.1806

***

Computed, not measured: an isolated molecule of C3H4NOP, with the ωB97M-V functional and the def2-TZVPD basis.

Values from the calculation:
Net charge   0
F_max   3.83 eV/Å
Energy above the lowest of the compared OMol25 structures with the same formula, charge and spin   105.06 kcal/mol
LUMO (spin up / spin down)   -1.377 / -0.383 eV
HOMO-LUMO gap (spin up / spin down)   7.682 / 7.738 eV

Cartesian coordinates (Å):
C 0.1867 0.3762 0.8186
C -0.1029 1.5908 0.3197
C 0.6410 -0.7104 -0.0503
N -0.6511 -1.1492 -0.8364
O -1.1407 -0.3199 -1.6915
P 0.0127 3.1031 -0.1781
H -0.0258 0.2194 2.0086
H -1.3362 -1.3685 -0.0488
H 1.1066 -1.5503 0.4889
H 1.3097 -0.1911 -0.8308